Entry 1:
Molecular formula: C23H24N5O3PbS6Sb
Method: DFT, ωB97M-V/def2-TZVPD

The charge is -2. The LUMO energy comes out at 4.03 eV.

```
63
Properties=species:S:1:pos:R:3:mulliken_charge:R:1
Pb -0.5513 1.0660 1.6974 1.1449
O 1.4399 -2.8982 1.3394 -0.7199
C 1.2775 -1.8321 1.9134 -0.1469
N 1.5923 -0.5881 1.4832 0.2223
C 2.7922 -0.1477 1.1218 0.0118
O 3.8808 -0.7376 1.1895 -0.8101
C 2.8136 1.3098 0.6585 0.2834
C 4.0475 1.8835 0.3891 -0.4820
C 4.1093 3.2159 0.0118 -0.4154
C 2.9337 3.9420 -0.0716 -0.9004
C 1.7405 3.3010 0.2251 -0.2537
N 1.6723 2.0102 0.5702 0.6621
C 0.5647 -1.8273 3.2649 0.4945
C 0.5121 -2.9857 4.0262 -0.6521
C -0.1005 -2.9381 5.2674 -0.3168
C -0.6367 -1.7383 5.7116 -0.6608
C -0.5386 -0.6263 4.8883 -0.2842
N 0.0448 -0.6779 3.6933 0.1431
H 4.9283 1.2678 0.5064 0.4770
H 5.0660 3.6848 -0.1891 0.3906
H 2.9130 4.9941 -0.3247 0.4642
H 0.8163 3.8671 0.1931 0.2280
H 0.9481 -3.8911 3.6268 0.4365
H -0.1534 -3.8252 5.8864 0.3930
H -1.1330 -1.6615 6.6711 0.3815
H -0.9343 0.3441 5.1790 0.3707
S -0.1256 6.2337 1.6999 -0.7696
Sb -1.6284 4.6005 2.3039 0.3276
S -0.2318 2.9068 3.4776 -0.6636
S -1.7633 3.2408 0.1165 -0.4559
S -3.7724 3.0990 -0.3297 -0.6470
C 0.1311 1.5440 -2.5741 -0.7070
S 0.2237 -0.1732 -2.0217 1.0169
O -0.9662 -0.8608 -2.6093 -0.7874
C 1.6105 -0.5449 -3.1289 -0.1161
C 2.9190 -0.3600 -2.7057 -0.0288
C 3.9587 -0.6123 -3.5915 -0.6349
C 3.6874 -1.0520 -4.8809 -0.4122
C 2.3717 -1.2550 -5.2858 -0.5253
C 1.3278 -1.0044 -4.4034 -0.6780
H -0.1455 1.5265 -3.6299 0.4546
H 1.1059 2.0138 -2.4250 0.3156
H -0.6230 2.0555 -1.9742 0.0042
H 3.1281 -0.0316 -1.6916 0.3836
H 4.9848 -0.4671 -3.2722 0.4109
H 4.5005 -1.2478 -5.5718 0.3546
H 2.1576 -1.6035 -6.2898 0.3598
H 0.2900 -1.1611 -4.6805 0.3821
S -3.0930 -0.6747 2.5716 -0.4362
C -3.8327 -1.0156 1.0807 0.0669
N -4.1092 -2.3188 0.7725 -0.1576
C -4.5265 -2.7637 -0.5532 -0.6786
C -4.0928 -1.7454 -1.5937 -0.3587
C -4.6042 -0.3892 -1.1553 -0.5910
N -4.1199 -0.0919 0.1880 0.1787
H -3.6938 -2.9781 1.4033 0.2508
H -5.6157 -2.8789 -0.5845 0.2639
H -4.0899 -3.7423 -0.7527 0.3967
H -4.4877 -2.0054 -2.5775 0.3875
H -3.0015 -1.7090 -1.6477 0.1350
H -5.7013 -0.3739 -1.1715 0.2575
H -4.2503 0.4105 -1.8039 0.3317
H -3.9674 0.9184 0.3641 -0.0922
```

Entry 2:
Molecular formula: C23H24N6OSeTi
Method: DFT, ωB97M-V/def2-TZVPD

The charge is +2. The LUMO energy comes out at -7.44 eV.

```
56
Properties=species:S:1:pos:R:3:mulliken_charge:R:1
Ti 0.1260 -0.2145 0.4007 -0.7973
C -0.6144 2.5413 -4.1622 -1.7460
C -0.4323 1.2649 -3.3935 0.7025
C -1.4417 0.7573 -2.5907 -0.4221
C -1.2958 -0.4683 -1.9320 -0.1096
C -0.1279 -1.2184 -2.0999 -0.4729
C 0.9049 -0.6972 -2.8865 -0.7652
C 0.7529 0.5239 -3.5123 -0.6622
H -1.3534 3.1910 -3.6953 0.3702
H -0.9645 2.3162 -5.1716 0.4235
H 0.3251 3.0841 -4.2606 0.3865
H -2.3767 1.3000 -2.5105 0.6131
H -2.1527 -0.9017 -1.4262 0.4662
H -0.0755 -2.2409 -1.7480 0.6625
H 1.8122 -1.2692 -3.0320 0.4821
H 1.5534 0.9045 -4.1359 0.4764
O -2.4119 0.8429 3.3473 -0.5910
C -1.4864 0.4781 2.6717 -0.0636
N -1.3830 0.5536 1.2966 0.3337
C -1.9906 1.7119 0.6457 -1.1706
C -0.8570 2.4595 -0.0196 0.9968
C -0.9299 3.7818 -0.4061 -1.1460
C 0.1865 4.3792 -0.9739 -0.3186
C 1.3498 3.6381 -1.1452 -0.9573
C 1.3585 2.3215 -0.7459 -0.1850
N 0.2784 1.7431 -0.1855 0.8432
C -0.1784 0.0239 3.2672 0.7459
C -0.0040 -0.1490 4.6205 -0.8613
C 1.2840 -0.3577 5.0982 -0.2730
C 2.3413 -0.3693 4.2014 -1.0043
C 2.0839 -0.2125 2.8519 -0.0106
N 0.8438 -0.0147 2.3869 0.4398
H -2.4877 2.3387 1.3886 0.5813
H -2.7428 1.4283 -0.0945 0.3176
H -1.8433 4.3389 -0.2471 0.5577
H 0.1535 5.4196 -1.2695 0.4627
H 2.2382 4.0774 -1.5752 0.5153
H 2.2349 1.6969 -0.8610 0.5230
H -0.8638 -0.0846 5.2731 0.5484
H 1.4588 -0.4897 6.1575 0.4834
H 3.3601 -0.5033 4.5353 0.4436
H 2.8784 -0.2420 2.1204 0.5762
C -1.5326 -5.3624 1.1471 -0.9442
N -2.0141 -4.0114 1.5006 -0.0052
C -3.2671 -3.8571 2.2654 -0.9581
C -1.3489 -2.9709 1.1498 0.5299
N -0.7343 -2.0350 0.8270 0.1267
H -2.2068 -6.0784 1.6071 0.3661
H -0.5275 -5.5225 1.5315 0.3546
H -1.5448 -5.5036 0.0683 0.3381
H -4.0817 -4.3271 1.7181 0.3773
H -3.4870 -2.8009 2.4011 0.3415
H -3.1558 -4.3314 3.2386 0.3737
Se 3.0572 -3.6153 -0.0569 0.0278
C 2.3352 -2.0795 0.0225 0.2640
N 1.7935 -1.0033 0.0565 -0.5868
```

Entry 3:
Molecular formula: C23H25AsCl2N5O10S6Ta
Method: DFT, ωB97M-V/def2-TZVPD

The charge is -2. The LUMO energy comes out at 3.95 eV.

```
73
Properties=species:S:1:pos:R:3:mulliken_charge:R:1
Ta -1.9468 -0.8707 -1.5340 0.4811
S -3.7094 -0.9739 1.9003 -0.4183
As -3.2429 -2.6809 0.5037 0.3730
S -4.1010 -2.1258 -1.4188 -0.2486
S -1.1952 -2.9424 -0.1495 -0.3791
S -4.0739 -4.3275 1.5096 -0.5476
O -3.1688 2.8500 3.2594 -0.6273
C -2.3132 2.3313 4.1127 0.5091
O -2.2263 2.7334 5.2559 -0.6807
C -1.4278 1.2381 3.6031 -0.3743
C -0.3169 0.7545 4.2616 0.2035
Cl 0.2427 1.1852 5.8162 -0.1887
N 0.2546 -0.2025 3.4813 0.3660
N -0.4603 -0.3751 2.3458 -0.2309
C -1.4478 0.4757 2.3933 0.2381
C -2.4695 0.4851 1.2675 1.0897
O -3.0969 1.6195 1.0628 -0.9992
O -1.9800 -0.1197 0.0867 0.5284
C 1.4402 -0.9955 3.6081 0.4493
C 2.5284 -0.6150 4.3889 -0.5115
C 3.6579 -1.4243 4.4308 -0.8231
C 3.7193 -2.5950 3.6924 -0.4119
C 2.6388 -2.9540 2.8977 -0.5519
C 1.5011 -2.1652 2.8517 -0.0266
H -3.1932 2.3264 2.3679 0.4416
H 2.5032 0.3026 4.9507 0.3277
H 4.4976 -1.1250 5.0480 0.3298
H 4.6093 -3.2122 3.7208 0.3725
H 2.6759 -3.8588 2.3011 0.4615
H 0.6523 -2.4388 2.2348 0.3937
N -0.7021 2.6725 -0.3475 0.5776
C -0.9039 3.3212 -1.6592 -0.5300
C -0.7227 2.2984 -2.7902 0.5942
O -0.5125 2.7640 -3.9080 -0.7811
O -0.7503 1.0696 -2.4356 -0.6601
H -0.0964 3.1798 0.2854 0.4795
H -0.2073 1.7679 -0.5024 -0.4757
H -1.5600 2.3994 0.1676 0.4001
H -0.1738 4.1102 -1.7997 0.3568
H -1.9054 3.7335 -1.7414 0.3632
C 2.4369 -3.2744 -0.6578 -0.9788
C 2.8413 -2.2268 -1.6953 -1.3916
C 2.7373 -0.7878 -1.1941 2.5367
C 3.2654 0.2113 -2.2749 -1.1273
C 2.4859 0.1962 -3.5927 -1.0506
C 3.6208 -0.5734 0.0233 -0.5198
O 4.6630 -1.1790 0.2144 -0.7148
N 3.2054 0.4273 0.8542 0.3028
C 2.0503 1.2115 0.6527 -0.4259
O 1.9716 2.2756 1.2654 -0.7833
N 1.0827 0.7244 -0.1639 0.4761
C 1.2926 -0.3651 -0.8907 -0.3730
O 0.3936 -1.0399 -1.4710 -0.7206
H 2.5207 -4.2789 -1.0807 0.4468
H 1.4029 -3.1329 -0.3408 0.0389
H 3.0853 -3.2137 0.2178 0.2162
H 2.2039 -2.3179 -2.5741 0.5356
H 3.8766 -2.4001 -1.9951 0.3966
H 4.3161 -0.0360 -2.4535 0.5162
H 3.2312 1.2187 -1.8540 0.3372
H 2.6929 -0.7084 -4.1688 0.3226
H 2.7691 1.0611 -4.1965 0.4071
H 1.4088 0.2633 -3.4273 0.0706
H 3.7913 0.6617 1.6371 0.3868
Cl -1.5556 -1.6766 -3.5791 -0.4004
C -6.3649 1.9953 -4.6503 -0.8104
O -5.3929 1.9593 -3.6066 -0.3010
C -4.6866 0.8180 -3.4056 0.1668
S -4.9023 -0.5411 -4.3229 -0.3295
S -3.6323 1.0658 -2.0702 0.0050
H -6.8328 2.9741 -4.5724 0.2226
H -7.1025 1.2059 -4.5239 0.3339
H -5.8929 1.8666 -5.6223 0.3384
```

Kohn-Sham gap, respectively: 5.142, 6.933, 7.104 eV.
HOMO, respectively: -1.1089, -14.3780, -3.1496 eV.
Energy above the lowest of the compared OMol25 structures with the same formula, charge and spin, respectively: 8.8, 3.8, 43.5 kcal/mol.